1.
{"formula": "C4H11NO", "method": "ωB97M-V/def2-TZVPD", "species": ["C", "C", "C", "H", "H", "H", "H", "H", "H", "N", "C", "O", "H", "H", "H", "H", "H"], "coordinates": [[0.940488, 1.754376, 0.794254], [1.983693, 1.752563, 1.604734], [3.429287, 1.557175, 1.161250], [0.043860, 2.253371, 1.133809], [1.064326, 1.451406, -0.236304], [2.047353, 2.071548, 2.643632], [4.149684, 2.110475, 1.765742], [3.733074, 0.512381, 1.282120], [3.512425, 1.938809, 0.142151], [-1.687309, -2.066887, -2.092029], [-1.591095, -1.499750, -0.751359], [-2.859872, -1.053073, -0.268893], [-1.386090, -3.033368, -2.021745], [-1.061143, -1.682969, -2.788834], [-1.461744, -2.355169, -0.087027], [-0.872955, -0.682125, -0.717073], [-3.458214, -0.881055, -0.994994]], "forces_ev_per_a": [[0.21, 0.63, 0.60], [2.06, 0.57, 0.31], [-0.44, -0.48, -0.23], [-0.45, -0.62, -0.14], [-0.16, 0.12, -0.11], [-1.23, 0.06, -0.01], [-0.34, 0.21, 0.14], [0.04, 0.01, -0.47], [0.31, -0.52, -0.09], [0.39, -0.49, 0.06], [-1.33, -0.72, -0.40], [0.10, 0.42, 0.16], [-0.41, -0.03, -0.21], [-0.09, 0.53, 0.23], [1.13, 0.43, 0.26], [0.17, -0.16, 0.35], [0.05, 0.03, -0.44]], "orbital_gap_ha": 0.3892, "smiles": "C=CC.NCO", "mol_weight_g_mol": 89.138, "fmax_ev_per_a": 2.158, "charge": 0, "e_lumo_ev": 0.9}


2.
{"formula": "C4H11NO", "method": "ωB97M-V/def2-TZVPD", "species": ["C", "C", "N", "O", "H", "H", "H", "H", "H", "C", "C", "H", "H", "H", "H", "H", "H"], "coordinates": [[1.128884, -1.179769, -0.978553], [2.036943, -0.891088, 0.143135], [2.059347, 0.446257, 0.630931], [2.973003, -1.650561, 0.457459], [0.258621, -0.521758, -0.895971], [0.629381, -2.174377, -0.922273], [1.545434, -0.954664, -1.981034], [2.829212, 0.572521, 1.343103], [1.424534, 1.073906, 0.684833], [-2.303472, 0.106436, -0.015602], [-1.356598, 1.200865, 0.474089], [-2.171143, -0.122967, -1.151231], [-2.237472, -0.845320, 0.462475], [-3.289943, 0.398683, -0.006448], [-0.724283, 1.018724, 1.208105], [-2.034241, 2.016464, 0.796868], [-0.768207, 1.506650, -0.249885]], "forces_ev_per_a": [[-2.53, -0.07, -0.52], [3.50, 0.70, 0.55], [7.10, -6.48, 1.01], [-2.21, 1.30, -0.20], [0.06, 0.23, -0.10], [1.06, 0.40, -0.16], [0.18, -0.45, 0.77], [-1.32, -0.31, -1.28], [-5.74, 4.65, -0.10], [2.09, -1.04, -2.74], [-6.12, 0.21, 0.09], [0.19, 0.36, 1.82], [0.21, -0.60, 0.56], [-2.26, 0.79, 0.47], [2.42, -1.55, 3.90], [0.82, -0.03, -0.13], [2.55, 1.89, -3.94]], "orbital_gap_ha": 0.3973, "smiles": "CC(N)=O.CC", "mol_weight_g_mol": 89.138, "fmax_ev_per_a": 9.667, "charge": 0, "e_lumo_ev": 0.9}


3.
{"formula": "C4H11NO", "method": "ωB97M-V/def2-TZVPD", "species": ["C", "C", "C", "C", "N", "H", "H", "H", "H", "H", "H", "H", "H", "H", "O", "H", "H"], "coordinates": [[0.234846, -3.237497, -1.003110], [0.648749, -1.931532, -0.331065], [-0.183060, -1.014154, 0.213367], [0.092475, 0.454033, 0.242202], [-1.424017, -1.421347, 0.710037], [-0.843283, -3.299693, -1.158724], [0.772434, -3.156196, -1.948641], [0.582592, -4.148748, -0.519331], [1.705316, -1.689413, -0.374393], [0.169893, 0.779331, 1.281520], [-0.829396, 0.955361, -0.053485], [0.917502, 0.625190, -0.431856], [-1.904890, -2.186136, 0.246722], [-2.067383, -0.726381, 1.014002], [0.668083, 5.810293, 0.268289], [0.199850, 5.022073, 0.530604], [1.020418, 5.606260, -0.590795]], "forces_ev_per_a": [[0.66, 0.79, 0.64], [-0.38, 0.34, 0.17], [-0.02, -1.55, -0.52], [-0.68, -0.70, 1.14], [-0.42, -0.37, -0.32], [0.12, -0.04, -0.16], [-0.40, -0.46, -0.30], [-0.05, -0.06, 0.19], [-0.11, 0.31, -0.60], [0.82, 0.28, -0.01], [0.12, 0.09, -0.66], [0.23, 0.66, 0.29], [0.39, 0.13, 0.24], [-0.28, 0.59, -0.09], [-0.02, 0.41, 0.38], [-0.22, -0.34, 0.17], [0.25, -0.08, -0.55]], "orbital_gap_ha": 0.3032, "smiles": "C/C=C(/C)N.O", "mol_weight_g_mol": 89.138, "fmax_ev_per_a": 1.639, "charge": 0, "e_lumo_ev": 0.6}


4.
{"formula": "C4H11NO", "method": "ωB97M-V/def2-TZVPD", "species": ["C", "C", "O", "H", "H", "H", "H", "C", "N", "C", "H", "H", "H", "H", "H", "H", "H"], "coordinates": [[1.981032, 0.411469, 2.061179], [1.557302, -0.744704, 1.562068], [1.586736, -1.074334, 0.262755], [2.055394, 0.600724, 3.113531], [2.204867, 1.151937, 1.306401], [1.195564, -1.497235, 2.254290], [0.768398, -0.807424, -0.237856], [-1.680578, 0.568091, 0.026987], [-0.480958, 0.346936, -0.798776], [-0.775917, -0.350057, -2.052464], [-2.184215, -0.392801, 0.078083], [-2.305440, 1.402369, -0.285815], [-1.330745, 0.706914, 1.044513], [-0.057264, 1.230386, -1.034519], [-0.065766, -0.086416, -2.837861], [-0.731474, -1.439661, -1.981069], [-1.736929, -0.026187, -2.481441]], "forces_ev_per_a": [[-0.30, -0.21, -1.15], [-0.09, 0.29, 1.27], [-0.09, -0.52, -1.04], [-0.12, 0.12, 0.21], [0.47, 0.40, 0.30], [0.04, -0.44, -0.05], [0.34, 0.49, 0.75], [1.17, -0.76, 0.42], [-0.42, -0.26, -0.56], [-0.30, 0.51, -0.91], [-0.57, 0.12, -0.26], [-0.23, -0.16, -0.17], [-0.07, 0.47, 0.23], [0.16, 0.14, 0.16], [0.33, 0.05, 0.26], [-0.24, 0.10, 0.34], [-0.07, -0.35, 0.20]], "orbital_gap_ha": 0.3598, "smiles": "C=CO.CNC", "mol_weight_g_mol": 89.138, "fmax_ev_per_a": 1.458, "charge": 0, "e_lumo_ev": 0.9}


5.
{"formula": "C4H11NO", "method": "ωB97M-V/def2-TZVPD", "species": ["C", "C", "C", "C", "N", "H", "H", "H", "H", "H", "H", "H", "H", "H", "H", "H", "O"], "coordinates": [[1.784304, -0.463710, 0.970344], [1.251914, -0.403920, -0.410356], [-0.088908, -0.623947, -0.633400], [-0.930294, -1.230160, 0.271528], [-0.616429, -0.228345, -1.915364], [2.070644, -1.430625, 1.358266], [1.070123, 0.120037, 1.602309], [2.702840, 0.129909, 0.913045], [1.947572, -0.238171, -1.220270], [-0.678488, 0.951278, 1.632666], [-0.515169, -1.427726, 1.237173], [-1.956012, -1.414771, -0.008016], [-0.426932, 0.759283, -2.059795], [-1.596197, -0.485237, -1.864369], [-1.494977, 1.434444, -0.340753], [-1.051879, 2.166972, 0.661005], [-1.472115, 2.384695, -0.194013]], "forces_ev_per_a": [[0.66, 1.64, -1.19], [-0.18, -1.48, 1.13], [0.58, 0.42, -2.28], [0.52, 1.97, 1.01], [0.29, -0.87, 1.15], [-0.44, -0.31, 0.31], [-0.14, -0.39, 0.25], [0.15, -0.20, 0.38], [-0.30, 0.52, -0.20], [-0.08, -1.13, -0.08], [-0.24, -0.70, 0.31], [-0.13, -0.21, 0.32], [-0.51, -0.19, -0.21], [-0.04, 0.72, -0.81], [-0.74, -0.31, -1.11], [0.15, 1.16, 0.73], [0.44, -0.63, 0.27]], "orbital_gap_ha": 0.2136, "mol_weight_g_mol": 89.138, "fmax_ev_per_a": 2.387, "charge": 0, "e_lumo_ev": -2.1}


6.
{"formula": "C4H11NO", "method": "ωB97M-V/def2-TZVPD", "species": ["C", "C", "N", "O", "H", "H", "H", "H", "H", "C", "C", "H", "H", "H", "H", "H", "H"], "coordinates": [[-0.902414, 0.049168, 1.356184], [-0.027583, 1.242457, 1.067472], [0.576064, 1.750778, 2.198386], [0.030492, 1.738400, -0.032406], [-1.657572, 0.230341, 2.124712], [-0.391373, -0.898847, 1.532090], [-1.524584, -0.188020, 0.495578], [1.330208, 2.436024, 2.152505], [0.730863, 1.112091, 2.957120], [0.209762, -2.538268, -2.694930], [0.100071, -1.521286, -1.567925], [1.162447, -2.354859, -3.192649], [0.231382, -3.576488, -2.372670], [-0.555520, -2.404558, -3.458446], [1.049831, -1.359634, -1.053656], [-0.606104, -1.817517, -0.786905], [-0.276666, -0.522995, -1.800367]], "forces_ev_per_a": [[-1.14, -0.76, -0.45], [-0.26, -0.03, 0.35], [0.80, 0.23, 0.10], [0.32, 0.26, 0.02], [0.50, 0.11, 0.40], [0.36, 0.29, 0.43], [0.23, 0.37, -0.35], [-0.55, -0.21, -0.57], [-0.30, -0.19, 0.14], [0.50, 0.69, -0.39], [-0.53, 0.11, 1.06], [0.02, -0.13, -0.22], [-0.17, 0.02, 0.21], [-0.16, -0.13, 0.13], [0.06, -0.12, -0.09], [0.06, -0.42, -0.08], [0.26, -0.08, -0.69]], "orbital_gap_ha": 0.3966, "smiles": "CC(N)=O.CC", "mol_weight_g_mol": 89.138, "fmax_ev_per_a": 1.444, "charge": 0, "e_lumo_ev": 0.9}